A.
Formula: C16H32BN2O32S6
Source: the Open Molecules 2025 dataset
Level of theory: ωB97M-V/def2-TZVPD

Each line ends with the Löwdin charge.
Atoms and positions in Å:
N  3.673  -0.345  3.391  0.288
H  3.061  0.283  3.925  0.102
H  4.665  -0.219  3.579  0.156
H  3.449  -0.175  2.407  0.136
H  3.313  -1.292  3.586  0.144
N  1.649  -1.607  -3.712  0.311
H  1.977  -2.490  -3.329  0.156
H  1.928  -1.534  -4.692  0.147
H  2.109  -0.817  -3.240  0.109
H  0.639  -1.446  -3.608  0.073
O  1.414  0.771  -2.002  0.125
C  0.965  0.437  -0.941  -0.347
O  0.896  -0.786  -0.443  0.242
B  0.238  -0.725  0.883  -0.892
O  -0.164  0.683  1.055  0.230
C  0.201  1.389  0.009  -0.400
O  -0.126  2.502  -0.278  0.160
O  1.074  -1.056  2.058  0.194
C  0.452  -1.996  2.779  -0.353
O  0.873  -2.411  3.810  0.163
C  -0.817  -2.428  1.994  -0.366
O  -0.903  -1.629  0.933  0.221
O  -1.491  -3.365  2.285  0.184
C  -3.749  0.895  2.082  -0.132
C  -4.125  -0.539  1.769  -0.124
O  -4.756  -0.379  0.474  -0.179
S  -3.799  0.524  -0.407  0.584
O  -4.496  1.344  -1.312  -0.194
O  -2.713  -0.271  -0.867  -0.218
O  -3.329  1.440  0.821  -0.185
H  -2.917  1.012  2.773  0.136
H  -4.616  1.450  2.439  0.137
H  -4.872  -1.005  2.404  0.143
H  -3.286  -1.225  1.664  0.111
C  -3.986  -3.188  -4.486  -0.131
C  -4.300  -3.370  -2.990  -0.118
O  -3.037  -3.257  -2.318  -0.168
S  -1.857  -3.029  -3.328  0.592
O  -1.276  -4.266  -3.707  -0.194
O  -0.993  -1.998  -2.865  -0.244
O  -2.755  -2.450  -4.497  -0.182
H  -4.752  -2.627  -5.008  0.141
H  -3.798  -4.151  -4.962  0.134
H  -4.731  -4.349  -2.806  0.139
H  -4.934  -2.568  -2.620  0.135
C  2.597  3.827  -2.845  -0.163
C  3.631  3.010  -2.111  -0.204
O  4.836  3.697  -2.254  -0.161
S  4.583  5.275  -2.310  0.598
O  5.353  5.848  -3.334  -0.181
O  4.667  5.724  -0.977  -0.212
O  3.050  5.169  -2.725  -0.165
H  1.567  3.627  -2.537  0.120
H  2.484  3.570  -3.906  0.131
H  3.675  1.997  -2.505  0.127
H  3.394  2.909  -1.050  0.096
C  -2.096  0.823  -4.041  -0.116
C  -1.737  2.297  -3.705  -0.118
O  -0.383  2.486  -4.117  -0.181
S  0.090  1.345  -5.106  0.579
O  1.436  1.002  -4.801  -0.242
O  -0.244  1.722  -6.420  -0.180
O  -0.876  0.215  -4.546  -0.223
H  -2.908  0.762  -4.760  0.137
H  -2.286  0.258  -3.136  0.087
H  -1.700  2.347  -2.615  0.118
H  -2.497  2.990  -4.050  0.140
C  2.383  4.033  1.093  -0.115
C  1.245  3.936  2.094  -0.123
O  1.886  3.914  3.376  -0.164
S  3.359  3.327  3.308  0.629
O  3.343  1.988  3.802  -0.270
O  4.281  4.254  3.835  -0.172
O  3.476  3.294  1.721  -0.189
H  2.742  5.006  0.766  0.138
H  2.220  3.394  0.231  0.087
H  0.728  2.983  1.958  0.107
H  0.509  4.727  2.001  0.149
C  -1.299  -4.777  5.582  -0.144
C  -0.731  -3.817  6.625  -0.154
O  0.326  -4.557  7.251  -0.181
S  1.076  -5.381  6.119  0.578
O  1.561  -6.605  6.613  -0.197
O  1.945  -4.495  5.430  -0.238
O  -0.214  -5.653  5.226  -0.183
H  -1.635  -4.336  4.646  0.110
H  -2.108  -5.382  5.994  0.131
H  -1.438  -3.514  7.387  0.135
H  -0.291  -2.972  6.090  0.111

## Properties
* HOMO level: -0.461 hartree
* frontier orbital gap: 0.3208 hartree
* charge: +1


B.
Formula: C16H32BN2O32S6
Source: the Open Molecules 2025 dataset
Level of theory: ωB97M-V/def2-TZVPD

Each line ends with the Löwdin charge.
Atoms and positions in Å:
N  -17.900  24.896  13.991  0.321
H  -18.603  25.635  14.100  0.162
H  -17.128  25.252  13.429  0.139
H  -18.315  24.053  13.564  0.120
H  -17.681  24.610  14.949  0.158
N  -17.204  14.453  16.857  0.296
H  -17.779  14.145  17.635  0.155
H  -16.214  14.567  17.107  0.127
H  -17.405  15.410  16.511  0.085
H  -17.299  13.854  16.037  0.152
O  -18.038  16.118  14.895  0.121
C  -18.177  17.090  14.200  -0.353
O  -17.315  18.005  13.864  0.227
B  -17.903  18.923  12.835  -0.850
O  -19.224  18.356  12.552  0.226
C  -19.418  17.263  13.265  -0.383
O  -20.397  16.588  13.183  0.177
O  -16.978  19.129  11.708  0.253
C  -16.621  20.394  11.735  -0.381
O  -15.827  20.919  11.007  0.160
C  -17.352  21.132  12.861  -0.368
O  -18.098  20.255  13.483  0.245
O  -17.366  22.335  12.963  0.107
C  -14.961  24.998  10.339  -0.186
C  -16.142  24.084  10.019  -0.162
O  -17.018  24.974  9.359  -0.187
S  -16.999  26.468  9.953  0.686
O  -18.021  26.625  10.982  -0.272
O  -16.991  27.436  8.906  -0.193
O  -15.514  26.263  10.654  -0.195
H  -14.146  25.022  9.611  0.134
H  -14.405  24.713  11.239  0.129
H  -16.559  23.716  10.959  0.104
H  -15.927  23.269  9.336  0.133
C  -18.327  17.279  9.196  -0.195
C  -18.976  18.596  8.821  -0.171
O  -20.102  18.232  8.032  -0.184
S  -19.759  16.917  7.154  0.669
O  -19.336  17.225  5.828  -0.216
O  -20.835  15.959  7.242  -0.239
O  -18.538  16.396  8.120  -0.160
H  -18.551  16.921  10.204  0.123
H  -17.259  17.490  9.334  0.125
H  -18.308  19.242  8.248  0.136
H  -19.348  19.140  9.688  0.127
C  -12.948  20.839  8.842  -0.165
C  -12.393  20.770  10.277  -0.172
O  -12.382  19.408  10.651  -0.200
S  -12.903  18.400  9.507  0.670
O  -14.317  18.158  9.724  -0.249
O  -11.984  17.327  9.333  -0.195
O  -12.810  19.522  8.319  -0.187
H  -12.469  21.570  8.190  0.132
H  -13.996  21.131  8.735  0.115
H  -13.023  21.308  10.989  0.112
H  -11.436  21.280  10.384  0.129
C  -22.143  18.968  16.650  -0.161
C  -20.949  19.310  15.758  -0.128
O  -20.621  20.685  16.087  -0.215
S  -21.758  21.326  17.036  0.613
O  -22.769  21.862  16.184  -0.217
O  -21.153  22.149  18.033  -0.223
O  -22.190  19.946  17.698  -0.159
H  -22.000  18.022  17.169  0.137
H  -23.033  18.795  16.044  0.117
H  -21.078  19.258  14.682  0.128
H  -20.107  18.737  16.151  0.127
C  -14.781  19.511  15.260  -0.157
C  -13.834  18.760  14.295  -0.118
O  -13.926  17.405  14.764  -0.176
S  -14.219  17.340  16.354  0.672
O  -13.016  17.026  17.049  -0.200
O  -15.368  16.496  16.635  -0.269
O  -14.510  18.906  16.511  -0.168
H  -15.830  19.459  14.970  0.107
H  -14.567  20.575  15.361  0.139
H  -12.833  19.184  14.302  0.139
H  -14.241  18.701  13.287  0.131
C  -23.787  17.474  12.771  -0.146
C  -23.621  15.958  12.531  -0.156
O  -24.511  15.257  13.396  -0.198
S  -24.871  16.099  14.726  0.682
O  -24.266  15.620  15.926  -0.232
O  -26.290  16.303  14.748  -0.222
O  -24.028  17.459  14.170  -0.243
H  -24.645  17.968  12.318  0.134
H  -22.827  17.939  12.564  0.119
H  -22.646  15.644  12.914  0.106
H  -23.687  15.511  11.542  0.141

## Properties
* HOMO level: -0.461 hartree
* frontier orbital gap: 0.3362 hartree
* charge: +1


It is A that is the most stable of them.


A.
Formula: C8H8O2
Source: the Open Molecules 2025 dataset
Level of theory: ωB97M-V/def2-TZVPD

Each line ends with the Löwdin charge.
Atoms and positions in Å:
C  -1.536  1.625  -0.671  -0.089
O  -1.091  1.242  0.635  -0.121
C  -0.215  0.186  0.675  -0.335
C  0.789  0.140  1.893  0.097
C  1.878  0.068  1.030  0.017
C  1.060  0.181  -0.248  -0.228
C  0.915  -1.120  -1.027  0.018
C  -0.119  -1.889  -0.689  0.002
C  -1.032  -1.269  0.257  -0.283
O  -2.069  -1.602  0.751  0.117
H  -1.902  2.718  -0.650  0.102
H  -2.460  0.986  -1.092  0.123
H  -0.635  1.523  -1.454  0.117
H  0.538  0.084  2.907  0.082
H  2.920  0.299  1.105  0.092
H  1.368  1.000  -0.750  0.099
H  1.734  -1.308  -1.671  0.105
H  -0.143  -2.865  -1.001  0.086

## Properties
* HOMO level: -0.312 hartree
* SMILES: CO[C@]12C=C[C@H]1C=CC2=O
* frontier orbital gap: 0.3177 hartree
* charge: 0


B.
Formula: C8H8O2
Source: the Open Molecules 2025 dataset
Level of theory: ωB97M-V/def2-TZVPD

Each line ends with the Löwdin charge.
Atoms and positions in Å:
C  0.199  -2.239  -0.326  -0.126
C  0.891  -1.136  -1.000  -0.221
C  0.539  0.203  -0.364  -0.230
C  -0.197  1.164  -0.972  -0.128
O  -0.574  2.321  -0.428  0.015
C  -0.943  1.927  0.901  -0.246
C  -2.114  1.397  0.703  -0.112
O  -3.216  1.231  0.412  0.225
C  0.187  1.491  1.699  -0.024
C  0.849  0.546  1.023  -0.048
H  -0.387  -2.843  -0.927  0.047
H  -0.530  -1.876  0.345  0.064
H  0.792  -3.000  0.217  0.093
H  0.541  -1.060  -2.157  0.151
H  2.014  -1.309  -1.126  0.128
H  -0.226  1.180  -2.156  0.175
H  0.302  1.669  2.756  0.107
H  1.872  0.335  1.399  0.131

## Properties
* HOMO level: -0.321 hartree
* SMILES: CCC1=COC(=C=O)C=C1
* frontier orbital gap: 0.3348 hartree
* charge: 0


It is A that is the most stable of them.


A.
Formula: C10H34O7
Source: the Open Molecules 2025 dataset
Level of theory: ωB97M-V/def2-TZVPD

Each line ends with the Löwdin charge.
Atoms and positions in Å:
C  12.589  -7.669  2.470  -0.075
C  11.775  -6.751  3.356  -0.348
O  11.265  -7.541  4.429  -0.069
H  11.924  -8.448  2.088  0.080
H  13.350  -8.182  3.064  0.077
H  13.089  -7.201  1.624  0.055
H  11.048  -6.192  2.751  0.108
H  12.398  -5.946  3.769  0.084
H  10.701  -6.945  4.939  0.095
C  12.955  -6.561  -2.802  -0.087
C  13.609  -6.040  -1.549  -0.315
O  14.889  -6.654  -1.353  -0.092
H  13.393  -6.171  -3.723  0.077
H  11.880  -6.383  -2.859  0.077
H  13.069  -7.648  -2.812  0.083
H  13.003  -6.274  -0.671  0.096
H  13.725  -4.952  -1.500  0.110
H  15.232  -6.906  -2.215  0.084
C  16.111  -7.064  5.746  -0.075
C  15.092  -6.076  5.174  -0.303
O  13.820  -6.287  5.810  -0.091
H  17.148  -6.760  5.547  0.063
H  15.986  -8.059  5.320  0.073
H  16.103  -7.035  6.835  0.076
H  14.972  -6.099  4.087  0.100
H  15.495  -5.094  5.432  0.090
H  13.446  -7.029  5.315  0.050
C  18.077  -8.087  1.291  -0.089
C  19.397  -7.414  1.672  -0.302
O  19.586  -7.432  3.095  -0.096
H  17.264  -7.605  1.834  0.054
H  18.072  -9.146  1.551  0.071
H  17.882  -8.008  0.219  0.068
H  19.370  -6.378  1.326  0.105
H  20.264  -7.970  1.315  0.107
H  19.015  -6.751  3.473  0.046
C  16.972  -2.606  2.700  -0.081
C  17.473  -3.317  3.941  -0.300
O  17.801  -4.674  3.640  -0.097
H  16.880  -1.525  2.806  0.076
H  15.985  -3.020  2.481  0.050
H  17.593  -2.801  1.826  0.083
H  16.681  -3.388  4.697  0.090
H  18.260  -2.762  4.453  0.111
H  17.304  -4.925  2.845  0.045
O  15.979  -5.294  1.099  -0.060
H  15.114  -4.988  1.413  -0.003
H  15.859  -5.420  0.147  0.027
O  13.229  -4.329  1.523  -0.050
H  13.431  -3.792  2.303  0.058
H  12.331  -4.075  1.281  0.061

## Properties
* HOMO level: -0.352 hartree
* SMILES: CCO.CCO.CCO.CCO.CCO.O.O
* frontier orbital gap: 0.3529 hartree
* charge: 0


B.
Formula: C10H34O7
Source: the Open Molecules 2025 dataset
Level of theory: ωB97M-V/def2-TZVPD

Each line ends with the Löwdin charge.
Atoms and positions in Å:
O  0.731  -0.199  0.438  0.000
H  0.433  -1.063  0.724  0.120
H  1.686  -0.252  0.471  -0.053
O  2.941  -0.593  0.642  -0.008
H  3.620  0.066  0.502  0.082
H  2.761  -0.943  -0.230  -0.134
C  -1.803  -2.138  1.182  -0.114
C  -2.731  -3.294  1.425  -0.256
O  -2.776  -4.230  0.295  -0.071
H  -2.131  -1.516  0.349  0.077
H  -0.758  -2.375  0.982  0.088
H  -1.718  -1.437  2.012  0.054
H  -3.753  -3.015  1.682  0.118
H  -2.270  -3.734  2.309  0.118
H  -2.551  -5.043  0.755  0.070
C  -1.568  1.181  -2.791  -0.054
C  -1.206  0.504  -1.465  -0.344
O  0.086  0.728  -1.146  -0.107
H  -2.635  1.025  -2.951  0.075
H  -1.005  0.784  -3.636  0.058
H  -1.357  2.250  -2.792  0.077
H  -1.359  -0.561  -1.639  0.104
H  -1.846  0.769  -0.624  0.110
H  0.231  0.466  -0.234  -0.216
C  -1.151  0.834  2.119  -0.101
C  -2.617  0.994  2.424  -0.248
O  -3.161  -0.356  2.461  -0.126
H  -0.778  0.301  2.994  0.097
H  -0.617  1.779  2.216  0.089
H  -0.835  0.225  1.272  0.030
H  -3.077  1.532  1.595  0.108
H  -2.682  1.543  3.364  0.118
H  -3.111  -0.673  1.556  0.032
C  1.057  -0.976  -3.359  -0.049
C  2.144  -0.274  -2.453  -0.171
O  2.045  -0.834  -1.126  -0.041
H  0.974  -0.482  -4.327  0.076
H  0.060  -0.927  -2.920  0.037
H  1.290  -2.035  -3.475  0.076
H  2.031  0.810  -2.468  0.106
H  3.069  -0.464  -2.996  0.115
H  1.249  -0.407  -0.802  -0.007
C  2.355  1.857  1.417  -0.079
C  2.877  3.088  0.814  -0.298
O  3.009  2.939  -0.603  -0.064
H  1.992  1.963  2.440  0.102
H  3.041  1.010  1.421  0.060
H  1.532  1.489  0.805  0.069
H  3.845  3.442  1.170  0.118
H  2.158  3.862  1.081  0.108
H  2.280  2.378  -0.879  0.049

## Properties
* HOMO level: -0.353 hartree
* frontier orbital gap: 0.3747 hartree
* charge: 0


It is A that is the most stable of them.